Record 1
42
Properties=species:S:1:pos:R:3:forces:R:3:lowdin_spin:R:1 method="wB97M-V/def2-TZVPD" spin_multiplicity=2 energy_ha=-1812.39972 charge=+1
Li 5.924 -11.966 -18.851 0.71 0.03 0.13 -0.003
P 3.743 -13.467 -19.137 -1.48 -1.64 -0.34 -0.025
F 2.220 -12.962 -19.546 1.57 0.27 0.11 0.174
F 3.813 -12.327 -17.985 -0.48 0.24 -0.07 0.119
F 3.085 -14.548 -18.170 0.42 0.60 0.54 0.046
F 5.246 -13.878 -18.703 0.07 -0.51 0.19 0.029
F 3.654 -14.590 -20.289 0.40 0.63 -0.22 0.153
F 4.478 -12.450 -20.177 -0.73 0.36 -0.14 0.042
C 3.807 -11.861 -13.553 -1.04 -0.20 0.16 0.004
C 5.120 -11.202 -13.219 -0.22 -0.22 0.76 0.008
C 5.797 -10.341 -14.296 0.58 -0.73 -0.47 0.016
C 5.972 -10.951 -15.616 -0.47 -1.65 -2.83 0.055
N 6.097 -11.464 -16.678 -0.28 1.62 2.69 0.107
H 3.896 -12.605 -14.345 -0.05 0.20 -0.19 0.000
H 2.964 -11.192 -13.723 0.27 0.34 -0.62 0.000
H 3.419 -12.402 -12.690 0.45 -0.22 0.21 0.001
H 5.739 -12.008 -12.825 0.62 0.12 -0.50 0.001
H 5.010 -10.564 -12.343 -0.11 0.28 -0.11 0.001
H 6.844 -10.226 -14.018 0.22 0.49 0.43 0.010
H 5.354 -9.355 -14.431 -0.05 -0.04 0.05 0.002
C 10.413 -9.769 -20.772 -1.04 0.77 -0.01 0.000
C 10.952 -11.148 -20.940 0.21 -1.65 -0.25 0.000
C 9.915 -12.355 -21.180 1.00 0.69 0.77 0.001
C 8.845 -12.420 -20.170 3.02 0.25 -3.06 0.003
N 8.005 -12.462 -19.431 -3.19 0.14 2.53 0.006
H 9.937 -9.449 -21.700 -0.03 0.21 -0.03 0.000
H 11.127 -9.003 -20.469 0.46 -0.31 -0.32 0.000
H 9.657 -9.690 -19.991 -0.23 -0.35 0.05 0.000
H 11.604 -11.408 -20.105 -0.29 -0.19 0.26 0.000
H 11.633 -11.209 -21.789 -0.10 0.14 -0.19 0.000
H 10.485 -13.280 -21.097 0.07 -0.05 0.17 0.000
H 9.500 -12.417 -22.186 -0.24 0.51 0.09 0.000
C 7.052 -7.100 -20.903 0.49 -0.17 0.36 0.003
C 5.550 -6.875 -20.947 0.90 1.57 0.34 0.002
O 4.982 -7.981 -20.305 0.83 -1.49 1.10 0.007
C 5.950 -8.933 -20.211 0.30 -1.20 -1.57 0.014
O 5.829 -10.135 -19.983 -0.96 1.22 0.84 0.214
O 7.138 -8.535 -20.628 -0.19 1.27 -0.03 0.009
F 5.120 -6.855 -22.198 -0.49 -0.37 -1.68 0.000
H 7.609 -6.584 -20.121 -0.45 0.01 0.26 0.000
H 7.537 -6.800 -21.832 -0.20 -0.62 -0.20 0.000
H 5.253 -5.905 -20.549 -0.23 -0.37 0.77 0.001

---

Record 2
9
Properties=species:S:1:pos:R:3:forces:R:3:mulliken_charge:R:1 method="wB97M-V/def2-TZVPD" spin_multiplicity=1 energy_ha=-5363.83651 de_lowest_ev=3.3586
C -0.973 -0.400 -1.032 0.31 0.59 0.60 -0.608
C -1.343 0.686 -0.366 -1.60 0.73 -1.33 0.203
C 2.273 0.054 0.929 0.00 1.26 -0.70 -0.052
F -0.463 1.302 0.441 -0.42 0.09 0.21 -0.173
Br 1.722 0.590 2.616 0.10 -0.53 0.30 0.022
Br 2.691 -1.712 0.677 0.01 -0.76 0.47 0.007
H -1.512 -0.907 -1.767 -1.74 -0.20 -0.85 0.272
H -0.033 -0.906 -0.985 0.85 0.38 0.77 0.096
H -2.362 1.293 -0.514 2.49 -1.57 0.53 0.233

---

Record 3
14
Properties=species:S:1:pos:R:3:forces:R:3:mulliken_charge:R:1 method="wB97M-V/def2-TZVPD" spin_multiplicity=1 energy_ha=-270.46255 de_lowest_ev=2.5943
C 1.886 0.097 -0.269 0.09 0.01 -0.03 -1.401
C 0.573 -0.220 0.447 0.07 -0.08 0.01 0.706
C -0.560 0.804 0.211 -0.04 0.02 -0.03 -0.706
C -1.721 -0.061 -0.265 -0.11 0.19 0.01 -0.313
O -1.175 -1.422 -0.376 0.28 -0.20 0.02 -0.131
C 0.059 -1.579 -0.007 -0.33 0.36 0.02 -0.595
H 1.700 0.331 -1.325 0.03 -0.06 0.15 0.362
H 2.391 0.956 0.184 -0.08 -0.11 -0.07 0.342
H 0.783 -0.340 1.520 -0.03 -0.04 -0.14 0.291
H -0.275 1.535 -0.553 -0.02 -0.13 0.12 0.288
H -0.816 1.356 1.119 0.04 -0.09 -0.13 0.292
H -2.101 0.198 -1.256 0.03 -0.04 0.16 0.251
H -2.556 -0.121 0.436 0.10 0.01 -0.09 0.243
H 2.549 -0.771 -0.226 -0.03 0.16 0.00 0.369

---

Record 4
13
Properties=species:S:1:pos:R:3:forces:R:3:mulliken_charge:R:1 method="wB97M-V/def2-TZVPD" smiles="O=CNCCO" spin_multiplicity=1 energy_ha=-323.65485 de_lowest_ev=3.4317
O -0.526 1.758 0.614 1.86 -1.21 0.94 -0.592
C -1.397 1.170 -0.103 1.74 1.01 1.32 -0.080
N -1.245 -0.148 -0.391 -0.39 0.83 -0.03 -0.196
C -0.135 -0.955 0.187 -0.05 0.14 0.04 -0.601
C 1.279 -0.525 -0.229 -0.09 -0.30 -0.19 -0.407
O 1.821 0.497 0.555 0.08 0.15 -0.04 -0.535
H -1.719 2.255 -0.042 -2.91 -1.23 -2.15 0.557
H -1.922 -0.649 -0.942 -0.10 0.31 0.01 0.223
H -0.192 -0.941 1.282 -0.06 0.07 -0.16 0.269
H -0.309 -1.987 -0.144 -0.04 0.29 0.01 0.377
H 1.943 -1.390 -0.103 -0.16 0.08 -0.04 0.307
H 1.266 -0.278 -1.305 0.02 0.02 0.17 0.254
H 1.137 1.192 0.621 0.10 -0.17 0.12 0.425

---

Record 5
55
Properties=species:S:1:pos:R:3:forces:R:3:lowdin_spin:R:1 method="wB97M-V/def2-TZVPD" spin_multiplicity=5 energy_ha=-1359.84397
Os -0.713 1.184 0.846 0.14 0.28 0.08 2.486
C 2.221 0.183 1.844 0.05 0.44 -0.50 0.005
N 1.286 1.262 1.563 0.23 -0.28 -0.09 0.030
C 1.731 2.459 1.741 -0.41 1.46 -0.08 0.035
C 0.906 3.589 1.531 -0.61 -0.90 -0.79 0.012
C 1.033 4.970 1.663 -0.73 -0.48 -0.20 0.040
C -0.223 5.503 1.315 0.72 0.05 0.18 0.011
C -1.023 4.423 0.891 -1.03 0.65 0.33 0.045
N -0.359 3.269 1.036 -0.09 0.13 0.07 0.034
C 2.805 -0.486 0.635 0.66 -0.27 -0.49 0.001
C 2.868 0.158 -0.593 -0.77 0.83 0.37 0.002
C 3.344 -0.495 -1.709 0.19 -1.04 -0.29 0.000
C 3.881 -1.790 -1.612 -0.76 0.85 0.14 0.000
C 3.873 -2.396 -0.365 0.61 -1.63 0.04 0.000
C 3.354 -1.783 0.737 -0.87 1.93 0.62 0.000
H 1.729 -0.554 2.425 -0.62 -0.77 0.68 0.001
H 2.998 0.617 2.449 0.62 -0.02 0.37 0.000
H 2.727 2.652 2.064 0.92 -0.13 0.35 0.000
H 1.942 5.470 1.915 0.16 0.37 0.34 0.002
H -0.455 6.552 1.478 -0.30 -0.30 -0.51 0.000
H -2.092 4.452 0.561 1.25 -0.11 0.31 0.002
H 2.442 1.182 -0.716 0.35 -0.92 0.17 0.001
H 3.136 -0.033 -2.659 0.50 0.09 -0.38 0.000
H 4.204 -2.345 -2.478 0.08 0.08 -0.14 0.000
H 4.217 -3.434 -0.213 0.01 0.66 -0.41 0.000
H 3.353 -2.207 1.729 0.01 -0.54 -0.02 0.000
F -5.931 1.401 -2.409 0.76 -0.18 0.19 0.011
C -4.707 1.309 -1.789 -2.34 -2.19 1.05 0.035
C -3.753 2.183 -2.083 1.20 1.55 -1.33 -0.001
C -2.577 2.123 -1.328 -1.04 0.42 0.12 0.052
C -2.430 1.224 -0.287 0.97 -0.19 0.15 0.034
C -3.411 0.225 -0.095 0.84 -0.31 0.29 0.039
C -4.556 0.273 -0.817 -1.35 0.85 -1.29 -0.006
H -3.887 2.916 -2.911 0.08 -0.59 0.85 -0.001
H -1.898 2.915 -1.545 0.89 0.21 0.14 0.004
H -3.184 -0.610 0.589 -0.42 0.60 -0.28 0.005
H -5.387 -0.417 -0.700 0.19 0.00 0.03 -0.001
C -0.119 -0.681 -2.044 -1.47 -0.08 -0.02 0.027
C -0.265 -1.932 -1.171 0.95 0.90 -0.82 0.115
C 0.008 -3.161 -1.753 -0.49 0.66 0.20 -0.004
C -0.107 -4.295 -0.988 0.16 -0.34 0.88 0.111
C -0.473 -4.197 0.377 0.64 -0.98 -0.96 -0.021
C -0.675 -2.975 0.997 -0.17 -2.60 0.44 0.082
C -0.969 -2.941 2.476 0.36 -0.30 -0.76 0.017
C -0.599 -1.837 0.222 0.55 1.41 -0.68 0.065
N -0.725 -0.653 0.862 -0.11 -0.27 -0.54 0.694
H 0.176 -0.842 -3.107 -0.02 -0.32 0.94 0.001
H 0.490 0.123 -1.633 0.20 -0.21 0.19 0.013
H -1.140 -0.268 -2.072 0.26 0.18 -0.27 0.006
H 0.261 -3.228 -2.811 0.08 0.11 0.29 -0.002
H 0.222 -5.214 -1.462 -0.40 -0.30 0.38 0.007
H -0.514 -5.138 0.944 -0.07 0.54 -0.07 -0.003
H -1.385 -3.900 2.838 0.01 0.70 -0.20 0.001
H -1.586 -2.079 2.594 -0.90 0.33 0.73 0.005
H -0.064 -2.724 3.031 0.33 -0.04 0.20 0.004

---

Record 6
60
Properties=species:S:1:pos:R:3:forces:R:3:mulliken_charge:R:1 method="wB97M-V/def2-TZVPD" spin_multiplicity=1 energy_ha=-3019.79429 charge=+2 de_lowest_ev=0.7829
Zr -0.494 1.007 -0.356 -0.39 0.35 -0.52 1.213
O -3.822 3.779 -1.110 0.19 -0.17 0.03 -0.415
C -2.688 3.162 -0.974 -0.09 0.26 -0.02 0.337
O -2.562 1.929 -0.978 0.21 0.00 0.25 -0.493
C -1.475 4.014 -0.850 -0.06 -0.08 0.00 0.461
C -1.359 5.389 -0.854 0.07 -0.10 -0.01 -0.576
C -0.063 5.918 -0.818 0.03 -0.06 -0.01 -0.380
C 1.044 5.079 -0.843 -0.14 -0.02 -0.06 -0.671
C 0.817 3.709 -0.883 0.15 0.27 0.01 0.708
N -0.407 3.217 -0.834 0.01 0.16 0.00 -0.299
C 1.853 2.620 -1.032 -0.24 -0.54 -0.13 -0.110
O 3.022 2.765 -0.915 0.01 0.04 -0.09 -0.508
O 1.210 1.442 -1.308 0.43 0.34 0.39 0.003
H -4.545 3.139 -1.227 -0.15 0.02 -0.02 0.421
H -2.229 6.028 -0.893 -0.03 -0.01 0.01 0.573
H 0.073 6.991 -0.802 0.00 0.01 0.00 0.488
H 2.058 5.456 -0.856 0.01 0.02 -0.01 0.549
O 0.042 1.318 1.444 -0.11 -0.46 0.13 -0.576
C -0.277 0.109 2.217 -0.12 0.24 -0.18 2.945
C 0.792 -0.912 1.905 0.04 -0.01 0.11 0.250
C 1.679 -0.940 0.859 0.05 0.06 -0.05 -1.256
C 2.455 -2.136 0.837 -0.07 0.01 0.07 -0.659
C 2.144 -2.964 1.870 0.09 0.02 -0.07 -0.590
S 0.937 -2.310 2.883 -0.03 -0.10 0.03 0.097
C -0.361 0.464 3.669 0.27 -0.04 -0.02 -0.781
C 0.586 1.155 4.370 -0.08 0.01 0.09 -0.484
C 0.253 1.273 5.743 -0.13 0.03 -0.07 -0.793
C -0.929 0.663 6.042 0.15 -0.09 0.05 -0.470
S -1.626 -0.087 4.680 -0.22 0.13 0.03 -0.021
C -1.637 -0.362 1.660 0.16 0.06 0.08 -0.794
C -2.754 0.439 1.532 0.00 0.17 0.13 -0.122
C -3.925 -0.277 1.204 0.13 -0.16 0.02 -0.836
C -3.682 -1.622 1.131 -0.15 0.14 -0.13 -0.699
S -2.058 -2.013 1.418 0.08 -0.13 0.03 0.093
H 1.900 -0.121 0.183 -0.05 0.01 0.09 0.770
H 3.225 -2.341 0.110 0.03 -0.01 -0.02 0.530
H 2.592 -3.914 2.115 0.02 -0.03 0.01 0.525
H 1.479 1.567 3.924 0.03 0.01 -0.04 0.519
H 0.852 1.795 6.471 0.03 0.03 0.02 0.442
H -1.422 0.605 6.998 -0.01 -0.04 0.04 0.490
H -2.734 1.498 1.770 0.00 -0.05 -0.01 0.733
H -4.899 0.164 1.063 -0.04 0.01 0.02 0.496
H -4.392 -2.403 0.910 -0.01 -0.02 -0.02 0.516
C -0.171 -3.031 -1.407 0.04 0.06 0.09 -0.105
Te -1.012 -1.249 -2.217 -0.37 -0.05 -0.11 0.002
C 0.786 -1.104 -3.358 0.07 -0.01 0.01 -0.796
C 1.301 -2.526 -3.381 0.04 0.09 -0.07 0.366
C 2.249 -2.910 -4.324 0.01 -0.01 0.03 -0.797
C 2.744 -4.203 -4.324 -0.02 -0.01 0.02 -0.594
C 2.283 -5.124 -3.392 0.02 0.05 -0.04 -0.634
C 1.330 -4.749 -2.460 0.02 -0.02 0.02 -0.819
C 0.840 -3.447 -2.446 0.00 -0.06 0.06 0.482
H -0.981 -3.743 -1.263 0.04 -0.05 -0.06 0.719
H 0.274 -2.779 -0.445 0.03 -0.12 -0.01 -0.252
H 1.453 -0.408 -2.851 0.04 -0.05 -0.07 0.299
H 0.532 -0.710 -4.340 0.04 -0.09 -0.04 0.672
H 2.596 -2.198 -5.062 0.01 0.03 -0.01 0.482
H 3.479 -4.497 -5.059 0.01 -0.01 -0.02 0.427
H 2.660 -6.137 -3.401 0.00 -0.03 0.00 0.439
H 0.963 -5.476 -1.747 -0.02 0.01 0.03 0.480